A structure of composition C35H22CoN9O. Source: OMol25; level of theory: ωB97M-V with the def2-TZVPD basis set.

Structure (ORCA input):
```
! wB97M-V def2-TZVPD RIJCOSX def2/J DEFGRID3
* xyz 0 5
Co -0.38787 0.08151 0.09634
C -4.81688 3.64598 -2.93022
C -4.89598 2.53232 -3.78544
C -4.07993 1.43276 -3.60398
C -3.17749 1.46387 -2.54581
C -2.20085 0.50090 -2.07875
N -1.58574 1.02903 -0.97504
C -2.10342 2.26142 -0.70591
N -1.69982 3.08764 0.28434
C -0.95646 2.64980 1.25017
C -0.45279 3.52727 2.32368
C -0.54550 4.89321 2.50419
C 0.06942 5.43031 3.63007
C 0.75054 4.61760 4.53708
C 0.83814 3.24336 4.34571
C 0.22368 2.72022 3.22411
C 0.13423 1.34068 2.70955
N 0.54425 0.31456 3.38286
C 0.51879 -0.94776 2.93783
N 0.68819 -1.37264 1.57310
C 0.75618 -2.82660 1.58704
N 0.94276 -3.64037 0.60861
C 0.83489 -3.06593 -0.64903
N 0.03266 -0.91197 -1.48502
C -0.93124 -1.39489 -2.25739
N -2.00401 -0.69946 -2.62079
C -0.81653 -2.81494 -2.62366
C -1.70194 -3.45437 -3.44498
C -1.62192 -4.83715 -3.65218
C -0.61773 -5.59797 -3.00455
C 0.28776 -5.01241 -2.18255
C 0.25014 -3.56839 -1.93650
C 0.55868 -3.23590 2.96376
C 0.49190 -4.51520 3.50456
C 0.29539 -4.62967 4.86551
C 0.16432 -3.48141 5.67386
C 0.21978 -2.21446 5.14308
C 0.42445 -2.09357 3.75856
N -0.54859 1.35443 1.50924
C -3.09926 2.57217 -1.69178
C -3.92499 3.68094 -1.87790
H -5.47197 4.48991 -3.10303
H -5.61055 2.54154 -4.59769
H -4.13369 0.57208 -4.25655
H -1.07871 5.51192 1.79571
H 0.02127 6.49662 3.80672
H 1.21904 5.06776 5.40230
H 1.35950 2.60240 5.04375
H -2.47698 -2.86549 -3.91709
H -2.32832 -5.32705 -4.30682
H -0.57291 -6.66568 -3.17442
H 1.06566 -5.58085 -1.69153
H 0.59285 -5.38322 2.86747
H 0.24005 -5.60854 5.32143
H 0.01275 -3.60619 6.73806
H 0.11312 -1.33335 5.76001
H -3.86116 4.53448 -1.21725
N 1.63531 -2.92083 -1.91602
C 1.13188 -1.75303 -1.16453
C 3.99194 0.47852 -0.87779
C 3.35335 -0.80190 -1.35661
O 2.14668 -0.99141 -0.59105
H 4.95613 0.61841 -1.36719
H 4.16294 0.44693 0.19892
H 3.36103 1.33794 -1.10357
H 4.00392 -1.66380 -1.19812
H 3.09436 -0.76125 -2.41456
H 1.52596 -0.98163 1.12096
*
```

Summary:
E_tot   -89735.2123 eV
⟨S²⟩   6.10



A structure of composition C20H31O2Re. Source: OMol25; level of theory: ωB97M-V with the def2-TZVPD basis set.

Structure (ORCA input):
```
! wB97M-V def2-TZVPD RIJCOSX def2/J DEFGRID3
* xyz 1 4
O 2.33130 2.89285 -2.84895
C 3.35012 2.43763 -3.76496
C 4.46180 2.63871 -2.71745
H 3.52743 3.02898 -4.68244
H 3.23364 1.40535 -4.05884
C 3.25149 3.02162 -1.71874
H 5.08378 3.44398 -3.10308
H 4.96371 1.74451 -2.30038
C 3.01664 4.41867 -1.16881
H 2.89368 5.16651 -1.96012
H 3.84237 4.68835 -0.47508
H 2.00412 4.44408 -0.66056
C 3.14828 1.90484 -0.65763
H 3.12918 0.90037 -1.14657
H 2.16347 1.98738 -0.10548
H 4.03554 2.01003 0.02928
Re -0.66961 0.12061 0.03362
C 0.28000 -2.01837 0.20256
C -0.45164 -2.34489 -0.99952
C 0.08222 -1.56508 -2.06068
H -1.21582 -3.11761 -1.09617
C 1.15526 -0.76205 -1.56146
C 1.33491 -1.07471 -0.16225
H 2.21692 -0.85048 0.44169
H 0.24712 -2.56744 1.13806
H -0.22110 -1.61504 -3.10219
H 1.77692 -0.10769 -2.15710
C -1.47570 0.07484 2.02155
C -0.07255 0.39616 2.07592
C 0.15703 1.61512 1.33655
H 0.69201 -0.17257 2.57714
C -1.11877 2.02874 0.80135
C -2.12512 1.10400 1.25275
H -3.18791 1.19396 1.08110
H -1.97827 -0.74296 2.52972
H 1.04244 2.24386 1.38901
H -1.28290 2.90843 0.20254
O 0.55780 4.65142 -3.70696
C 1.50054 5.68118 -4.12681
C 1.12658 6.27102 -5.51352
H 2.49052 5.17684 -4.09424
H 1.61847 6.48454 -3.36168
C -0.07655 5.40873 -5.94877
H 1.97971 6.17823 -6.20611
H 0.83053 7.33510 -5.52330
C -0.41325 4.52116 -4.74628
H 0.21817 4.83162 -6.81637
H -0.89896 6.03415 -6.29696
H -0.47708 3.47368 -5.07862
H -1.40907 4.75556 -4.34146
C -1.70385 0.87293 -1.57809
H -2.73061 0.50076 -1.49312
H -1.79229 1.96129 -1.66834
H -1.29573 0.47620 -2.50944
*
```

Summary:
E_tot   -27454.9656 eV
⟨S²⟩   3.77



A cluster of 2 separate species, C3H8N2OP in total. Source: OMol25; level of theory: ωB97M-V with the def2-TZVPD basis set.

Structure (ORCA input):
```
! wB97M-V def2-TZVPD RIJCOSX def2/J DEFGRID3
* xyz 1 1
C -0.55345 0.75404 -0.71836
C -1.43332 -0.22393 -2.46990
C -0.49998 -1.13349 -1.94472
N 0.07476 -0.46121 -0.88299
N -0.10391 1.65239 0.13257
O -1.45842 0.83774 -1.65323
P 1.17559 -0.11560 2.66741
H 2.42271 -0.36691 2.73043
H -2.13479 -0.34950 -3.18911
H -0.09476 -2.06306 -2.26675
H 0.73526 -0.85605 -0.25865
H 0.34216 1.18681 0.97969
H -0.39944 2.65744 0.20792
H 0.83516 -1.60053 2.71070
H 1.09242 0.08188 3.95500
*
```

Summary:
Energy relative to the best compared isomer or geometry (same formula, charge and spin)   131.5 kJ/mol



A cluster of 3 separate species, C17H39BNO in total. Source: OMol25; level of theory: ωB97M-V with the def2-TZVPD basis set.

Structure (ORCA input):
```
! wB97M-V def2-TZVPD RIJCOSX def2/J DEFGRID3
* xyz 1 1
C 0.14423 1.18991 -1.67961
B 0.42649 2.71062 -1.73074
O -0.43168 3.56705 -2.40185
C 1.73844 3.31661 -1.05485
C 2.71172 3.91304 -2.11574
C 2.03834 5.21068 -2.37212
N 1.41191 5.59493 -1.33082
C 1.50725 4.59907 -0.23790
H -0.47439 0.88757 -2.52052
H -0.42735 0.96085 -0.78273
H 1.04879 0.58685 -1.67907
H -1.24535 3.76255 -1.93526
H 2.22439 2.58117 -0.42110
H 3.64646 4.15873 -1.60611
H 2.90219 3.30572 -2.98930
H 2.03369 5.77765 -3.29076
H 0.88600 6.45301 -1.23821
H 0.62319 4.58443 0.39030
H 2.36091 4.85758 0.38521
C -1.64708 -1.98155 3.71860
C -2.47284 -0.70850 3.88985
C -2.88191 -0.06627 2.56622
C -1.70711 0.38972 1.70076
C -0.76155 1.38230 2.37974
C -1.43109 2.70041 2.76145
H -0.70732 -1.78227 3.19920
H -1.39711 -2.41496 4.68659
H -2.19661 -2.73208 3.14765
H -1.91529 0.01155 4.49592
H -3.37623 -0.94273 4.45617
H -3.54084 0.78266 2.76803
H -3.48001 -0.77948 1.99215
H -2.10736 0.84065 0.78504
H -1.13221 -0.48273 1.37805
H 0.07305 1.59064 1.70052
H -0.31583 0.92731 3.26682
H -1.86333 3.18909 1.88225
H -0.71415 3.38934 3.21385
H -2.23295 2.55099 3.48307
C 2.17739 -4.39053 -3.22331
C 1.09066 -3.36000 -2.93225
C 1.22365 -2.71060 -1.55703
C 1.10324 -3.66459 -0.36760
C -0.22098 -4.42405 -0.29601
C -1.41618 -3.48531 -0.14595
H 2.13865 -5.22604 -2.52369
H 2.06561 -4.80030 -4.22710
H 3.16987 -3.94033 -3.15514
H 0.10714 -3.82661 -3.03224
H 1.13201 -2.57484 -3.69241
H 0.47038 -1.92190 -1.46150
H 2.19564 -2.20693 -1.49731
H 1.21750 -3.08444 0.55468
H 1.93505 -4.37320 -0.37791
H -0.18754 -5.10075 0.56065
H -0.35094 -5.05688 -1.17735
H -1.30185 -2.86891 0.74856
H -2.34845 -4.04298 -0.05077
H -1.51830 -2.82292 -1.00706
*
```

Summary:
E_tot   -22470.5619 eV



For reference, maximum force by record: 0.441 5.291 6.189 0.849 eV/Å.